Run one
Computed, not measured: an isolated ion of composition C5H11N2S and charge +1, with ωB97M-V/def2-TZVPD.

Output
Kohn-Sham gap: 9.8 eV
HOMO level: -0.4802 hartree

Geometry as ORCA input:
```
! wB97M-V def2-TZVPD RIJCOSX def2/J DEFGRID3
* xyz 1 1
C 0.100 2.194 0.404
C 0.236 2.083 -0.896
C 0.553 -0.080 0.013
C -1.376 -1.616 0.473
C 0.105 -1.549 0.160
N -0.017 1.033 1.111
N 0.055 0.611 -1.160
S 2.327 0.090 -0.045
H 0.053 3.216 0.773
H 0.116 2.758 -1.665
H -1.759 -2.658 0.317
H -2.030 -0.927 -0.176
H -1.620 -1.379 1.612
H 0.372 -1.957 -0.787
H 0.628 -2.067 0.894
H -0.155 1.026 2.077
H -0.949 0.329 -1.233
H 0.603 0.162 -2.037
H 2.759 -1.269 0.163
*
```

Run two
Computed, not measured: an isolated ion of composition C5H11N2S and charge +1, with ωB97M-V/def2-TZVPD.

Output
Kohn-Sham gap: 10.7 eV
HOMO level: -0.5142 hartree

Geometry as ORCA input:
```
! wB97M-V def2-TZVPD RIJCOSX def2/J DEFGRID3
* xyz 1 1
C -1.659 0.750 -1.346
C -2.179 1.089 0.036
C -0.449 -0.646 -0.129
C 2.152 -0.714 -0.870
C 1.264 -0.142 0.192
N -0.786 -0.151 -1.364
N -1.426 0.152 0.899
S -0.725 -2.411 0.047
H -1.992 1.246 -2.240
H -1.960 2.131 0.278
H -3.259 0.932 0.102
H 2.072 -1.797 -0.924
H 3.184 -0.467 -0.628
H 1.913 -0.298 -1.842
H 1.224 0.942 0.178
H 1.474 -0.528 1.187
H -0.891 0.619 1.632
H -2.030 -0.551 1.335
H 0.349 -2.673 0.790
*
```

Relative energies, unit eV: run one 1.224; run two 0.000

Run one
Computed, not measured: one molecule with the formula C3H5BrSi, with ωB97M-V/def2-TZVPD.

Output
Kohn-Sham gap: 10.4 eV
HOMO level: -0.3729 hartree

Geometry as ORCA input:
```
! wB97M-V def2-TZVPD RIJCOSX def2/J DEFGRID3
* xyz 0 1
C 0.609 -0.030 0.289
C -0.456 0.500 0.024
C 2.027 -0.414 0.842
Si -2.140 0.386 -0.623
Br 3.325 -0.187 -0.708
H 2.314 0.124 1.731
H 2.019 -1.476 0.936
H -2.054 -0.578 -1.631
H -2.626 1.479 -1.565
H -3.017 0.196 0.703
*
```

Run two
Computed, not measured: one molecule with the formula C3H5BrSi, with ωB97M-V/def2-TZVPD.

Output
Kohn-Sham gap: 10.4 eV
HOMO level: -0.3644 hartree

Geometry as ORCA input:
```
! wB97M-V def2-TZVPD RIJCOSX def2/J DEFGRID3
* xyz 0 1
C -0.414 0.302 0.495
C 0.422 0.089 -0.359
C -1.312 0.648 1.703
Si 1.627 -0.566 -1.576
Br -3.202 0.395 0.988
H -1.263 -0.039 2.543
H -1.281 1.687 2.068
H 2.265 0.377 -2.635
H 0.576 -1.545 -2.287
H 2.580 -1.350 -0.940
*
```

Relative energies, unit eV: run one 0.255; run two 0.000

Run one
Computed, not measured: one molecule with the formula C3H2N2O3, with ωB97M-V/def2-TZVPD.

Output
Kohn-Sham gap: 9.4 eV
HOMO level: -0.3878 hartree

Geometry as ORCA input:
```
! wB97M-V def2-TZVPD RIJCOSX def2/J DEFGRID3
* xyz 0 1
C 0.838 0.733 0.225
C -0.006 -0.429 0.209
C -1.515 -0.709 0.180
H -0.635 1.850 -0.277
H -1.422 -1.864 0.387
N 2.096 0.537 0.003
N 0.776 -1.409 -0.190
O 0.219 1.947 -0.088
O 2.031 -0.774 -0.197
O -2.383 0.120 -0.253
*
```

Run two
Computed, not measured: one molecule with the formula C3H2N2O3, with ωB97M-V/def2-TZVPD.

Output
Kohn-Sham gap: 9.5 eV
HOMO level: -0.3844 hartree

Geometry as ORCA input:
```
! wB97M-V def2-TZVPD RIJCOSX def2/J DEFGRID3
* xyz 0 1
C 0.568 0.098 0.163
C -1.360 0.864 0.184
C -1.439 -0.461 0.203
H -1.995 1.790 0.052
H -2.293 -1.341 0.082
N 1.900 -0.291 -0.370
N 0.022 1.225 0.097
O 2.099 -1.436 -0.664
O 2.763 0.512 -0.024
O -0.266 -0.960 0.278
*
```

Relative energies, unit eV: run one 0.000; run two 0.083

Run one
Computed, not measured: a 2-piece molecular cluster, C2HF3O2 overall, with ωB97M-V/def2-TZVPD.

Output
Kohn-Sham gap (spin up / spin down): 9.1 / 9.1 eV
HOMO level (spin up / spin down): -0.3476 / -0.3477 hartree

Geometry as ORCA input:
```
! wB97M-V def2-TZVPD RIJCOSX def2/J DEFGRID3
* xyz 0 1
C -1.529 -0.427 0.105
C 0.755 0.301 -0.332
O -2.030 -1.450 -0.200
O 1.746 -0.429 0.151
F -1.955 0.690 0.729
F 0.820 0.434 -1.686
F 0.584 1.520 0.199
H 1.608 -0.639 1.034
*
```

Run two
Computed, not measured: one molecule with the formula C2HF3O2, with ωB97M-V/def2-TZVPD.

Output
Kohn-Sham gap (spin up / spin down): 9.1 / 9.1 eV
HOMO level (spin up / spin down): -0.3721 / -0.3720 hartree

Geometry as ORCA input:
```
! wB97M-V def2-TZVPD RIJCOSX def2/J DEFGRID3
* xyz 0 1
C -0.095 0.670 -0.057
C -0.342 -0.776 0.281
O 1.972 0.844 -1.314
O 0.835 1.248 -0.666
F -0.982 1.587 0.245
F -1.047 -1.470 -0.580
F -1.018 -0.747 1.487
H 0.678 -1.355 0.605
*
```

Relative energies, unit eV: run one 0.000; run two 3.037

Run one
Computed, not measured: a 10-piece molecular cluster, C30H70N10O10 overall, with ωB97M-V/def2-TZVPD.

Output
Kohn-Sham gap: 9.3 eV
HOMO level: -0.3370 hartree

Geometry as ORCA input:
```
! wB97M-V def2-TZVPD RIJCOSX def2/J DEFGRID3
* xyz 0 1
C -1.639 -3.385 4.397
O -1.728 -2.343 3.738
N -0.491 -4.134 4.576
C -0.620 -5.486 5.024
C 0.684 -3.806 3.808
H -2.494 -3.822 4.962
H -1.631 -5.592 5.492
H 0.203 -5.693 5.736
H -0.566 -6.182 4.216
H 0.401 -2.987 3.151
H 1.469 -3.453 4.461
H 0.941 -4.661 3.205
C 5.017 2.232 -4.524
O 6.236 2.135 -4.340
N 4.027 1.696 -3.840
C 2.665 1.981 -4.197
C 4.323 0.828 -2.732
H 4.526 2.834 -5.323
H 2.639 2.952 -4.727
H 2.093 2.068 -3.285
H 2.190 1.246 -4.880
H 5.383 0.944 -2.520
H 3.701 1.162 -1.899
H 4.170 -0.265 -2.870
C -0.549 6.262 2.346
O 0.222 7.199 2.310
N -0.524 5.165 1.482
C -1.393 4.072 1.701
C 0.547 5.047 0.513
H -1.404 6.096 3.049
H -1.912 3.922 0.747
H -2.089 4.286 2.504
H -0.914 3.103 2.051
H 1.031 6.014 0.555
H 1.204 4.294 0.923
H 0.201 4.827 -0.493
C -2.434 -1.258 -5.740
O -2.838 -1.995 -4.854
N -1.330 -0.500 -5.698
C -0.534 -0.442 -4.514
C -1.087 0.445 -6.734
H -3.000 -1.172 -6.724
H -0.761 -1.255 -3.829
H -0.632 0.458 -3.898
H 0.511 -0.592 -4.772
H -1.306 1.464 -6.397
H -0.032 0.419 -7.061
H -1.699 0.246 -7.617
C 2.145 1.814 1.984
O 2.248 1.381 0.842
N 2.906 2.849 2.479
C 2.715 3.400 3.784
C 3.901 3.453 1.613
H 1.425 1.435 2.754
H 2.443 4.453 3.645
H 3.599 3.327 4.437
H 1.945 2.807 4.230
H 4.794 2.821 1.464
H 3.443 3.744 0.673
H 4.271 4.373 2.086
C 0.226 -4.722 -0.456
O 0.162 -5.281 0.604
N -0.810 -4.669 -1.310
C -2.104 -5.212 -0.972
C -0.675 -4.145 -2.661
H 1.122 -4.262 -0.896
H -2.263 -6.189 -1.433
H -2.941 -4.577 -1.346
H -2.292 -5.181 0.106
H 0.347 -3.805 -2.751
H -0.809 -4.958 -3.404
H -1.372 -3.325 -2.807
C 3.132 -1.277 4.169
O 3.311 -1.073 5.337
N 3.743 -2.183 3.372
C 3.414 -2.273 1.977
C 4.701 -3.051 3.897
H 2.377 -0.781 3.549
H 3.193 -3.314 1.747
H 4.279 -1.926 1.428
H 2.594 -1.625 1.753
H 5.695 -2.874 3.456
H 4.746 -2.832 4.950
H 4.445 -4.124 3.829
C 1.419 -0.990 -0.868
O 2.047 -2.041 -0.781
N 0.240 -0.695 -0.280
C -0.474 0.555 -0.533
C -0.305 -1.603 0.699
H 1.690 -0.132 -1.542
H -0.656 1.079 0.405
H -1.423 0.368 -1.037
H 0.217 1.167 -1.141
H -1.292 -1.900 0.346
H 0.303 -2.486 0.900
H -0.364 -1.099 1.665
C -1.883 2.702 -2.738
O -1.454 3.366 -1.783
N -2.978 1.931 -2.751
C -3.792 1.868 -1.587
C -3.614 1.596 -4.016
H -1.428 2.717 -3.738
H -3.378 2.404 -0.734
H -3.902 0.786 -1.420
H -4.802 2.322 -1.719
H -4.466 2.242 -4.190
H -2.841 1.744 -4.765
H -3.983 0.591 -4.018
C -5.943 0.813 2.104
O -6.465 1.911 2.011
N -4.632 0.605 2.196
C -3.726 1.688 2.227
C -4.088 -0.702 2.199
H -6.450 -0.133 2.145
H -2.954 1.603 1.498
H -3.208 1.723 3.175
H -4.272 2.621 1.953
H -3.483 -0.827 3.083
H -4.975 -1.373 2.150
H -3.518 -0.990 1.275
*
```

Run two
Computed, not measured: a 10-piece molecular cluster, C30H70N10O10 overall, with ωB97M-V/def2-TZVPD.

Output
Kohn-Sham gap: 9.1 eV
HOMO level: -0.3157 hartree

Geometry as ORCA input:
```
! wB97M-V def2-TZVPD RIJCOSX def2/J DEFGRID3
* xyz 0 1
C 5.178 -1.088 -3.042
O 4.818 -0.726 -1.941
N 5.494 -0.264 -4.107
C 5.908 -0.740 -5.419
C 5.239 1.191 -3.994
H 5.420 -2.170 -3.188
H 5.321 -0.335 -6.228
H 5.887 -1.859 -5.460
H 7.001 -0.417 -5.675
H 6.096 1.758 -4.450
H 4.382 1.308 -4.672
H 5.039 1.428 -2.953
C 2.141 -1.794 1.156
O 1.335 -2.642 1.549
N 1.792 -0.473 0.997
C 0.413 0.016 1.173
C 2.727 0.502 0.451
H 3.141 -2.067 0.906
H -0.338 -0.724 1.095
H 0.259 0.690 0.359
H 0.304 0.615 2.119
H 3.659 0.052 -0.047
H 2.183 1.066 -0.380
H 3.091 1.180 1.240
C -2.827 -4.999 4.068
O -3.436 -4.729 5.107
N -2.385 -4.226 3.069
C -1.771 -4.742 1.846
C -2.824 -2.836 2.983
H -2.725 -6.061 3.692
H -2.529 -4.943 1.121
H -1.276 -5.686 2.082
H -1.086 -4.002 1.425
H -1.985 -2.124 2.800
H -3.493 -2.604 2.121
H -3.247 -2.467 3.912
C -5.058 -0.395 -0.209
O -4.573 -1.283 0.369
N -4.735 0.887 0.031
C -5.029 1.951 -0.899
C -3.635 1.227 0.943
H -5.843 -0.472 -0.891
H -4.083 2.421 -1.244
H -5.593 2.763 -0.406
H -5.475 1.548 -1.811
H -2.875 1.805 0.448
H -4.042 1.820 1.794
H -3.148 0.346 1.425
C 1.039 2.380 -5.645
O 1.999 1.627 -5.651
N 0.327 2.682 -4.583
C -0.714 3.784 -4.626
C 0.726 2.186 -3.254
H 0.739 2.896 -6.564
H -0.415 4.476 -3.836
H -1.732 3.403 -4.550
H -0.557 4.303 -5.540
H 1.795 2.180 -3.160
H 0.229 2.912 -2.596
H 0.347 1.234 -3.008
C 1.551 -0.937 -2.649
O 1.073 -0.989 -1.580
N 1.870 -2.028 -3.395
C 2.217 -1.882 -4.822
C 1.551 -3.362 -3.015
H 2.008 -0.089 -3.136
H 3.154 -2.406 -5.190
H 2.166 -0.813 -4.995
H 1.361 -2.243 -5.487
H 1.711 -3.558 -1.935
H 0.566 -3.734 -3.330
H 2.307 -3.974 -3.568
C 0.326 1.912 5.088
O 0.580 2.068 3.913
N -0.914 2.160 5.638
C -1.331 1.704 6.986
C -2.033 2.681 4.745
H 1.025 1.490 5.831
H -0.468 1.237 7.500
H -2.158 0.988 6.985
H -1.589 2.647 7.563
H -2.447 3.620 5.117
H -1.567 2.914 3.761
H -2.892 2.001 4.725
C 1.860 -1.767 6.527
O 1.638 -0.700 7.067
N 1.279 -2.239 5.367
C 1.832 -3.445 4.887
C 0.390 -1.368 4.614
H 2.531 -2.500 6.986
H 1.098 -4.058 4.342
H 2.317 -4.033 5.666
H 2.527 -3.290 4.048
H -0.181 -1.969 3.936
H -0.278 -0.883 5.352
H 1.029 -0.588 4.126
C 0.540 5.198 -0.108
O -0.005 4.999 -1.179
N 0.163 4.646 1.077
C 0.917 4.867 2.282
C -0.936 3.707 1.216
H 1.453 5.854 -0.034
H 1.851 5.475 2.132
H 1.319 3.932 2.635
H 0.316 5.328 3.041
H -0.507 2.701 1.346
H -1.623 3.981 1.983
H -1.498 3.716 0.273
C -3.145 -0.132 -4.013
O -2.557 0.850 -3.672
N -2.720 -1.401 -3.690
C -1.713 -1.579 -2.624
C -3.426 -2.615 -4.162
H -4.059 -0.125 -4.557
H -1.013 -2.357 -3.041
H -2.160 -2.001 -1.723
H -1.113 -0.707 -2.445
H -3.433 -3.200 -3.275
H -4.448 -2.305 -4.392
H -2.919 -3.169 -4.989
*
```

Relative energies, unit eV: run one 0.000; run two 1.152

Run one
Computed, not measured: one molecule with the formula C7H11N, with ωB97M-V/def2-TZVPD.

Output
Kohn-Sham gap: 9.7 eV
HOMO level: -0.3192 hartree

Geometry as ORCA input:
```
! wB97M-V def2-TZVPD RIJCOSX def2/J DEFGRID3
* xyz 0 1
C 1.723 -0.986 0.313
C -2.111 -0.362 -0.066
C 0.518 0.917 -0.900
C 0.465 -0.386 -0.284
C -0.776 -0.312 0.611
C 0.696 2.202 -1.037
C -0.663 -0.277 1.940
N 0.210 -0.440 -1.705
H 0.988 -0.641 -2.325
H 2.517 -0.986 -0.435
H 1.510 -2.004 0.636
H 2.076 -0.409 1.167
H -2.685 -1.214 0.293
H -2.086 -0.467 -1.149
H -2.661 0.568 0.115
H 0.857 2.646 -2.009
H 0.670 2.867 -0.187
H 0.280 -0.296 2.458
H -1.528 -0.419 2.564
*
```

Run two
Computed, not measured: one molecule with the formula C7H11N, with ωB97M-V/def2-TZVPD.

Output
Kohn-Sham gap: 9.7 eV
HOMO level: -0.3176 hartree

Geometry as ORCA input:
```
! wB97M-V def2-TZVPD RIJCOSX def2/J DEFGRID3
* xyz 0 1
C -1.406 -0.749 -0.287
C -0.960 0.239 0.804
C -0.751 0.421 2.285
C 0.384 0.194 1.322
C 1.254 -0.037 -0.739
C 0.856 -0.239 -2.310
C -0.137 -0.092 -1.247
H -1.209 -1.752 0.132
H -2.267 -0.587 -0.750
H -1.221 1.286 0.567
H -0.761 -0.382 3.076
H -1.228 1.342 2.734
H 0.848 -0.801 1.380
H 2.180 0.672 0.774
H 1.835 -0.873 -0.596
H 1.048 -1.234 -2.872
H 0.790 0.726 -3.074
H -0.580 0.995 -1.614
N 1.325 0.870 0.415
*
```

Relative energies, unit eV: run one 0.000; run two 3.906